71
Properties=species:S:1:pos:R:3 method="wB97M-V/def2-TZVPD" max_force_ev_per_a=2.36 multiplicity=6 gap_ev="8.17 / 7.24" total_charge=+1
Ru 0.4155 0.3807 -0.7581
N -3.6512 0.1286 1.1374
C -2.4856 -0.0420 0.5044
O -1.5198 0.6751 0.7461
C -2.3870 -1.1747 -0.4938
C -1.3571 -0.8348 -1.5559
H -3.7321 0.8615 1.8261
H -4.4570 -0.4411 0.9450
H -3.3720 -1.3791 -0.9296
H -2.0759 -2.0701 0.0542
H -1.7481 -0.0506 -2.2238
H -1.0933 -1.7296 -2.1224
C 3.4577 7.5545 2.5519
C 2.9953 6.4601 1.6433
C 3.8938 5.7713 0.8340
C 3.4941 4.6581 0.1130
C 2.1778 4.2445 0.1902
C 1.2486 4.9522 0.9364
C 1.6589 6.0597 1.6535
S 1.6879 2.6298 -0.3678
O 2.8860 1.8251 -0.5995
O 0.7709 2.6563 -1.5014
N 0.8536 2.0270 0.8482
C 1.4425 1.2041 1.7472
C 2.1910 1.6618 2.8409
C 2.6929 0.7377 3.7288
C 2.4392 -0.6192 3.5220
C 1.7281 -0.9916 2.4016
N 1.2554 -0.1059 1.5297
H 4.5428 7.6010 2.5845
H 3.0845 7.3802 3.5601
H 3.0804 8.5233 2.2293
H 4.9253 6.0877 0.7988
H 4.1959 4.0841 -0.4711
H 0.2332 4.5917 0.9844
H 0.9481 6.5970 2.2633
H 2.3554 2.7241 2.9475
H 3.2804 1.0576 4.5751
H 2.7984 -1.3647 4.2103
H 1.5347 -2.0316 2.1661
C 5.9028 -0.5143 -1.4584
C 4.9041 -0.4610 -0.3173
C 5.2858 -1.3559 0.8488
Sb 2.8400 -0.9940 -1.0222
C 2.8004 -3.2294 -0.7429
C 1.3724 -3.7097 -0.9280
C 3.7813 -3.9548 -1.6357
C 2.8237 -0.7060 -3.2343
C 1.7717 -1.6012 -3.8665
C 2.4800 0.7505 -3.4773
H 6.8963 -0.2668 -1.0826
H 5.6453 0.2116 -2.2285
H 5.9483 -1.5064 -1.9055
H 4.7951 0.5716 0.0202
H 5.3813 -2.3939 0.5404
H 4.5461 -1.2954 1.6484
H 6.2482 -1.0388 1.2491
H 3.0958 -3.3630 0.3003
H 1.1117 -3.7467 -1.9828
H 0.6694 -3.0428 -0.4151
H 1.2591 -4.7145 -0.5224
H 3.5844 -3.7694 -2.6866
H 3.7011 -5.0288 -1.4674
H 4.8041 -3.6595 -1.4219
H 3.8181 -0.9437 -3.6207
H 0.7925 -1.3926 -3.4268
H 2.0048 -2.6564 -3.7465
H 1.7113 -1.3978 -4.9357
H 1.4953 0.9829 -3.0345
H 2.4245 0.9643 -4.5439
H 3.2123 1.4181 -3.0285